Record 1
{"formula": "C5H7NO", "method": "wB97M-V/def2-TZVPD", "e_above_lowest_ev": 3.535, "total_charge": 0, "homo_lumo_gap_ev": 10.352, "multiplicity": 1, "e_tot_ha": -324.5946, "species": ["C", "C", "C", "C", "C", "N", "O", "H", "H", "H", "H", "H", "H", "H"], "xyz": [[-2.60848, -0.00728, 0.25579], [0.19852, -0.29284, -1.32075], [0.25781, -0.31161, 0.20181], [-0.26690, 0.84004, -0.43249], [1.59993, -0.08701, 0.91576], [-2.98503, -0.89462, 0.88191], [-2.09628, 0.93488, -0.41791], [1.07857, -0.18516, -1.93631], [-0.62081, -0.85858, -1.75155], [-0.39382, -0.98715, 0.77047], [0.23527, 1.88445, -0.28861], [2.27546, 0.28782, 0.10835], [1.88726, -1.03989, 1.35575], [1.43850, 0.71696, 1.65777]], "forces_ev_per_angstrom": [[1.03, 0.71, -0.44], [-1.06, 0.61, 0.76], [0.76, -1.28, 1.36], [-1.62, 1.92, -0.84], [-0.77, 0.72, -1.13], [-0.58, -0.92, 0.62], [2.86, 0.58, -0.31], [0.11, 0.12, 0.08], [0.15, -0.01, -0.02], [-0.13, 0.18, -0.59], [-1.73, -1.89, -0.51], [0.07, -0.46, 1.05], [0.51, 0.31, 0.03], [0.41, -0.58, -0.08]]}


Record 2
{"formula": "C5H7NO", "method": "wB97M-V/def2-TZVPD", "e_above_lowest_ev": 3.351, "total_charge": 0, "homo_lumo_gap_ev": 10.507, "smiles": "[H]/N=C\\CC#C.C=O", "multiplicity": 1, "e_tot_ha": -324.6013, "species": ["H", "N", "C", "C", "C", "C", "H", "H", "H", "H", "C", "O", "H", "H"], "xyz": [[0.27752, 1.32034, 0.07495], [-0.49719, 0.65314, 0.14567], [-0.13517, -0.49707, -0.23598], [1.24281, -0.90331, -0.72867], [2.20838, 0.19298, -0.65015], [2.93277, 1.14922, -0.54563], [-0.88307, -1.29715, -0.20840], [1.58663, -1.76010, -0.13477], [1.15378, -1.26668, -1.76061], [3.59159, 1.98547, -0.45737], [-2.86208, 0.11213, 1.12310], [-3.26865, -0.76486, 0.39847], [-3.10311, 1.17847, 0.96402], [-2.24420, -0.10258, 2.01538]], "forces_ev_per_angstrom": [[-0.05, -0.05, 0.05], [0.29, -0.29, -0.15], [-0.16, 0.20, 0.10], [0.02, 0.04, 0.01], [0.31, 0.42, 0.03], [-0.28, -0.41, -0.05], [0.11, 0.08, -0.04], [-0.04, 0.13, -0.07], [0.01, 0.06, 0.13], [-0.10, -0.16, -0.03], [-0.15, -0.20, -0.13], [0.17, 0.33, 0.31], [-0.03, -0.15, -0.05], [-0.10, -0.01, -0.09]]}


Record 3
{"formula": "C5H7NO", "method": "wB97M-V/def2-TZVPD", "e_above_lowest_ev": 2.406, "total_charge": 0, "homo_lumo_gap_ev": 11.042, "multiplicity": 1, "e_tot_ha": -324.6361, "species": ["N", "C", "O", "C", "C", "C", "C", "H", "H", "H", "H", "H", "H", "H"], "xyz": [[2.82395, 0.07167, -0.37657], [1.63351, -0.04655, 0.01349], [0.93594, -1.22517, 0.26362], [-0.08546, -0.68279, -0.62663], [-1.40636, -0.48134, 0.10122], [-0.80121, 0.82490, 0.70147], [0.40100, 0.74958, -0.29294], [3.24220, -0.85985, -0.44798], [0.09306, -1.09625, -1.61742], [-1.69527, -1.28967, 0.77721], [-2.25256, -0.27088, -0.56471], [-0.51796, 0.79326, 1.75610], [-1.43721, 1.69534, 0.51869], [0.49441, 1.53874, -1.03383]], "forces_ev_per_angstrom": [[-0.32, -0.05, 0.34], [0.30, 0.24, -0.22], [0.20, -0.14, -0.23], [-0.49, -0.25, -0.16], [-0.04, -0.07, 0.09], [0.02, 0.12, 0.09], [0.11, 0.16, -0.22], [0.13, 0.18, 0.33], [-0.52, -0.11, -0.06], [0.12, 0.13, -0.02], [0.31, -0.03, 0.04], [-0.10, -0.06, -0.18], [0.23, -0.08, 0.13], [0.04, -0.04, 0.08]]}


Record 4
{"formula": "C5H7NO", "method": "wB97M-V/def2-TZVPD", "e_above_lowest_ev": 3.271, "total_charge": 0, "homo_lumo_gap_ev": 9.996, "smiles": "C[C@H](C#N)CC=O", "multiplicity": 1, "e_tot_ha": -324.6043, "species": ["C", "C", "C", "N", "C", "C", "O", "H", "H", "H", "H", "H", "H", "H"], "xyz": [[0.07138, 1.88089, -0.00165], [-0.37262, 0.43695, 0.24365], [0.11629, -0.15557, 1.48337], [0.50941, -1.16316, 1.90305], [0.17679, -0.59138, -0.85472], [-0.01288, -2.01465, -0.34673], [0.67726, -2.50483, 0.59340], [-0.31321, 2.55073, 0.77651], [-0.30851, 2.23536, -0.96334], [1.16304, 1.95901, -0.00518], [-1.46864, 0.39976, 0.29366], [-0.38528, -0.42107, -1.78123], [1.22684, -0.33582, -1.01977], [-1.07988, -2.27623, -0.32101]], "forces_ev_per_angstrom": [[0.04, -0.01, -0.16], [-0.04, -0.15, 0.01], [0.04, -0.32, -0.21], [0.01, 2.39, 3.61], [0.29, -0.25, -0.35], [0.42, 0.39, 3.47], [-0.90, -0.74, -5.56], [0.05, -0.25, -0.13], [0.07, -0.05, 0.06], [-0.16, -0.04, -0.02], [0.17, -0.03, -0.15], [0.13, -0.10, 0.14], [-0.07, -0.13, 0.06], [-0.06, -0.69, -0.77]]}


Record 5
{"formula": "C5H7NO", "method": "wB97M-V/def2-TZVPD", "e_above_lowest_ev": 1.940, "total_charge": 0, "homo_lumo_gap_ev": 10.597, "smiles": "C1=N[C@@H]2O[C@@H]2CC1", "multiplicity": 1, "e_tot_ha": -324.6532, "species": ["C", "N", "C", "O", "C", "C", "C", "H", "H", "H", "H", "H", "H", "H"], "xyz": [[-0.47234, -1.43470, -0.32751], [0.79329, -1.52917, -0.24114], [1.52217, -0.41378, 0.26148], [1.11107, 0.45777, 1.32162], [0.91658, 0.89741, -0.01571], [-0.56478, 0.97269, -0.31073], [-1.26888, -0.28865, 0.23805], [-0.96868, -2.14981, -0.98631], [2.59694, -0.57960, 0.30078], [1.51794, 1.72434, -0.38959], [-0.80636, 1.11374, -1.37205], [-0.83361, 1.88075, 0.23116], [-1.21755, -0.29262, 1.33201], [-2.32578, -0.35837, -0.04206]], "forces_ev_per_angstrom": [[0.10, -0.10, 0.01], [-0.37, -0.04, 0.02], [0.14, -0.03, -0.27], [0.04, -0.12, 0.26], [0.06, 0.15, -0.17], [0.12, 0.18, 0.04], [0.10, 0.04, -0.03], [-0.04, -0.21, 0.39], [-0.21, 0.09, -0.28], [0.08, -0.04, 0.30], [0.28, 0.01, 0.16], [-0.60, -0.05, -0.09], [0.03, -0.01, -0.25], [0.28, 0.12, -0.09]]}


Record 6
{"formula": "C5H7NO", "method": "wB97M-V/def2-TZVPD", "e_above_lowest_ev": 2.919, "total_charge": 0, "homo_lumo_gap_ev": 9.137, "smiles": "Cc1cc(N)co1", "multiplicity": 1, "e_tot_ha": -324.6172, "species": ["C", "C", "C", "C", "N", "C", "O", "H", "H", "H", "H", "H", "H", "H"], "xyz": [[2.42610, -0.14642, -0.00353], [0.94306, 0.04934, -0.06801], [-0.12963, -0.76935, -0.40856], [-1.29098, -0.01722, 0.03220], [-2.58420, -0.55012, -0.06714], [-0.87188, 1.21233, 0.38101], [0.51216, 1.22461, 0.40710], [2.94587, 0.52319, -0.69412], [2.70426, -1.17885, -0.22423], [2.79255, 0.08598, 1.00715], [-0.47724, -0.66219, -1.44018], [-2.52072, -1.55638, -0.21240], [-3.07923, -0.37258, 0.79991], [-1.37012, 2.15768, 0.49082]], "forces_ev_per_angstrom": [[-0.05, 0.00, -0.18], [0.02, 0.29, -0.05], [-0.29, 0.82, -0.09], [-0.04, 0.58, 0.41], [0.11, 0.10, 0.16], [-0.35, 0.05, 0.42], [0.18, -0.06, 0.40], [-0.03, -0.03, 0.03], [-0.18, 0.17, -0.06], [-0.22, -0.02, -0.24], [1.05, -2.17, -1.02], [-0.07, 0.32, 0.09], [-0.20, -0.06, -0.30], [0.07, 0.03, 0.43]]}